# 1
Here is a structure of composition C4H10CsO at a distorted geometry from OMol25. Energies are from the ωB97M-V functional and the def2-TZVPD basis.

Its max |F| is 3.33 eV/A. The calculation puts the HOMO energy at -13.5 eV.

```
! RIJCOSX wB97M-V def2-TZVPD def2/J DEFGRID3
* xyz 1 1
Cs -9.32 -27.82 -27.62
C -8.65 -23.38 -27.58
C -7.65 -24.31 -26.82
O -7.34 -25.53 -27.55
C -6.45 -25.53 -28.61
C -6.22 -27.03 -29.11
H -8.19 -23.01 -28.50
H -9.52 -24.00 -27.81
H -8.91 -22.52 -26.96
H -6.67 -23.89 -26.62
H -8.08 -24.56 -25.85
H -6.80 -24.90 -29.43
H -5.54 -25.08 -28.20
H -7.12 -27.55 -29.44
H -5.84 -27.77 -28.41
H -5.49 -26.96 -29.92
*
```

Results of the natural (NBO) charge analysis, in e, for atoms 1 through 6: number 1, Cs, carries 0.99; number 2, C, carries -0.63; number 3, C, carries -0.06; number 4, O, carries -0.62; number 5, C, carries -0.06; number 6, C, carries -0.63

***

# 2
Here is a cluster of 2 separate species, C6H14BF3NO5 in total at a distorted geometry from OMol25. Energies are from the ωB97M-V functional and the def2-TZVPD basis.

Its max |F| is 2.32 eV/A. The calculation puts the HOMO energy at -2.5 eV.

```
! RIJCOSX wB97M-V def2-TZVPD def2/J DEFGRID3
* xyz -1 1
C 3.13 -1.40 0.20
O 3.33 -0.25 -0.62
B 2.38 0.69 -0.27
O 2.56 1.48 0.86
C 1.05 0.88 -1.10
O -0.05 0.99 -0.14
C -1.24 0.44 -0.60
C -2.41 1.22 0.01
N -2.19 1.60 1.41
C -1.31 -1.06 -0.35
O -1.42 -1.39 1.06
C -2.52 -2.00 1.42
F -3.58 -1.25 1.37
F -2.38 -2.40 2.66
F -2.78 -3.07 0.69
H 3.11 -1.11 1.25
H 3.92 -2.10 0.03
H 2.17 -1.87 -0.03
H 2.05 1.06 1.57
H 0.89 0.03 -1.75
H 1.14 1.76 -1.73
H -1.33 0.55 -1.68
H -2.45 2.15 -0.55
H -3.35 0.73 -0.14
H -1.65 0.90 1.89
H -1.59 2.41 1.38
H -0.37 -1.46 -0.67
H -2.11 -1.46 -0.95
O 3.26 2.20 -2.95
H 3.76 1.73 -2.27
*
```

Results of the natural (NBO) charge analysis, in e, for atoms 1 through 6: number 1, C, carries -0.25; number 2, O, carries -0.73; number 3, B, carries 1.24; number 4, O, carries -0.93; number 5, C, carries -0.48; number 6, O, carries -0.57

***

# 3
Here is a cluster of 2 separate species, C8H16N2 in total at a distorted geometry from OMol25. Energies are from the ωB97M-V functional and the def2-TZVPD basis.

Its SMILES is CCc1c[nH]cn1.CCC. Its max |F| is 1.13 eV/A. The calculation puts the HOMO energy at -8.5 eV.

```
! RIJCOSX wB97M-V def2-TZVPD def2/J DEFGRID3
* xyz 0 1
C 3.13 1.22 -1.52
C 3.99 0.01 -1.10
C 1.67 0.95 -1.65
C 0.93 0.20 -0.77
C -0.35 1.01 -2.34
N 0.85 1.45 -2.62
N -0.36 0.26 -1.22
H 3.35 2.01 -0.80
H 3.50 1.62 -2.47
H 4.95 0.40 -0.75
H 1.21 -0.29 0.14
H -1.25 1.29 -2.87
H -1.07 -0.33 -0.82
H 4.21 -0.67 -1.92
H 3.51 -0.52 -0.29
C -2.20 -0.86 1.43
C -2.55 -2.00 2.37
C -2.81 0.50 1.81
H -1.12 -0.75 1.31
H -2.55 -1.07 0.42
H -3.43 -1.77 2.98
H -1.74 -2.30 3.00
H -3.44 0.93 1.03
H -3.52 0.39 2.64
H -2.79 -2.94 1.86
H -2.12 1.25 2.16
*
```

Results of the natural (NBO) charge analysis, in e, for atoms 1 through 6: number 1, C, carries -0.43; number 2, C, carries -0.59; number 3, C, carries 0.09; number 4, C, carries -0.12; number 5, C, carries 0.16; number 6, N, carries -0.46

***

# 4
Here is a structure of composition C4H5IrO5 at a distorted geometry from OMol25. Energies are from the ωB97M-V functional and the def2-TZVPD basis.

Its max |F| is 5.36 eV/A. The calculation puts the HOMO energy (spin up / spin down) at -13.0 / -14.8 eV.

```
! RIJCOSX wB97M-V def2-TZVPD def2/J DEFGRID3
* xyz 1 6
O 1.36 -0.59 -1.58
O 1.04 -2.72 -0.99
C 0.71 -1.54 -1.03
C -0.53 -1.12 -0.23
O -0.79 0.26 -0.42
C -1.82 0.78 0.42
Ir 0.54 1.18 -1.58
H -0.35 -1.33 0.83
H -1.40 -1.72 -0.56
H -1.65 1.86 0.51
H -2.80 0.59 -0.02
H -1.76 0.32 1.42
O 1.59 1.65 0.40
C 2.50 1.33 1.06
O 3.37 1.07 1.77
*
```

Results of the natural (NBO) charge analysis, in e, for atoms 1 through 6: number 1, O, carries -0.69; number 2, O, carries -0.47; number 3, C, carries 0.71; number 4, C, carries -0.21; number 5, O, carries -0.59; number 6, C, carries -0.27

***

# 5
Here is a cluster of 13 separate species, C5H36NO14 in total at a distorted geometry from OMol25. Energies are from the ωB97M-V functional and the def2-TZVPD basis.

Its max |F| is 10.16 eV/A. The calculation puts the HOMO energy at -12.2 eV.

```
! RIJCOSX wB97M-V def2-TZVPD def2/J DEFGRID3
* xyz 1 1
O 1.96 2.04 0.03
C 1.71 0.87 -0.08
C 0.41 0.35 -0.77
C -0.67 -0.12 0.22
C -1.78 -0.93 -0.44
C -1.18 -2.13 -1.29
O -1.05 -1.44 -2.57
N -0.30 1.56 -1.65
H 2.46 0.21 0.37
H 0.77 -0.31 -1.56
H -0.93 0.74 0.86
H -0.17 -0.68 1.00
H -2.45 -0.29 -0.98
H -2.25 -1.31 0.44
H -0.25 -2.54 -1.04
H -2.03 -2.93 -1.41
H -0.58 -2.15 -3.27
H -1.08 1.14 -2.13
H -0.49 2.21 -0.87
H 0.28 1.91 -2.43
H 2.64 -1.30 -1.03
H 3.27 -2.46 -1.94
O 2.51 -1.90 -1.77
H 1.17 -3.74 -2.34
H 1.47 -3.63 -3.82
O 0.73 -3.67 -3.12
H 1.40 2.29 3.98
H 0.69 0.79 4.37
O 1.49 1.29 4.16
H -0.96 2.93 1.71
H -2.39 2.92 1.63
O -1.69 3.29 1.22
H -2.18 -2.90 3.16
H -2.73 -2.12 4.21
O -2.14 -2.03 3.52
H -1.27 0.35 5.11
H -0.89 -0.91 4.26
O -0.53 -0.14 4.64
H 2.73 -0.24 -2.72
H 3.74 0.76 -2.92
O 2.95 0.53 -2.31
H 2.18 -2.39 1.58
H 3.55 -2.55 1.02
O 2.80 -1.93 1.00
H 1.05 -0.49 3.22
H 2.27 -0.05 2.64
O 1.45 -0.55 2.48
H -0.02 1.83 -4.76
H -1.30 1.02 -4.84
O -0.64 1.37 -4.27
H -3.46 2.91 -2.26
H -2.58 4.14 -2.04
O -2.52 3.22 -2.21
H -3.89 0.63 1.64
H -2.87 -0.01 2.66
O -3.30 0.81 2.22
*
```

Results of the natural (NBO) charge analysis, in e, for atoms 1 through 6: number 1, O, carries -0.54; number 2, C, carries 0.43; number 3, C, carries -0.11; number 4, C, carries -0.46; number 5, C, carries -0.42; number 6, C, carries -0.06

***

# 6
Here is a structure of composition C24H30IrOS2 from OMol25. Energies are from the ωB97M-V functional and the def2-TZVPD basis.

Its max |F| is 0.65 eV/A. The calculation puts the HOMO energy (spin up / spin down) at -19.6 / -20.8 eV.

```
! RIJCOSX wB97M-V def2-TZVPD def2/J DEFGRID3
* xyz 4 6
Ir 1.29 -0.40 -0.22
C 5.49 -2.36 -0.14
C 5.25 -0.88 0.14
C 6.43 -0.03 -0.38
C 4.01 -0.32 -0.49
C 3.44 0.87 0.00
C 2.43 1.56 -0.70
C 1.92 1.05 -1.92
C 0.95 1.84 -2.75
C 2.37 -0.23 -2.32
C 3.38 -0.90 -1.62
H 6.35 -2.70 0.43
H 5.70 -2.55 -1.19
H 4.64 -2.99 0.16
H 5.17 -0.71 1.22
H 6.54 -0.14 -1.46
H 7.35 -0.39 0.10
H 6.31 1.03 -0.14
H 3.83 1.31 0.92
H 2.07 2.52 -0.33
H 0.32 2.47 -2.14
H 0.34 1.19 -3.38
H 1.52 2.49 -3.42
H 1.95 -0.68 -3.22
H 3.71 -1.87 -1.98
C 2.63 -1.88 2.59
S 1.22 -2.00 1.46
C 1.41 -3.67 0.79
H 2.45 -2.59 3.39
H 2.65 -0.87 2.99
H 3.55 -2.12 2.06
H 2.39 -3.78 0.34
H 0.63 -3.83 0.06
H 1.29 -4.37 1.62
O -1.73 0.56 0.06
S -3.02 -0.13 0.35
C -4.20 0.37 -0.94
C -5.40 -0.35 -1.11
C -6.31 -0.02 -2.17
C -6.02 0.98 -3.05
C -4.81 1.68 -2.89
C -3.88 1.35 -1.83
C -3.79 0.77 1.73
C -3.56 2.17 1.89
C -4.13 2.89 2.98
C -4.89 2.23 3.90
C -5.09 0.83 3.76
C -4.52 0.10 2.66
H -5.64 -1.19 -0.47
H -7.23 -0.59 -2.25
H -6.70 1.24 -3.85
H -4.55 2.49 -3.57
H -2.93 1.87 -1.77
H -2.92 2.69 1.18
H -3.94 3.95 3.06
H -5.33 2.75 4.74
H -5.70 0.30 4.49
H -4.68 -0.97 2.61
*
```

Results of the Löwdin charge analysis, in e, for atoms 1 through 6: number 1, Ir, carries 1.12; number 2, C, carries -0.04; number 3, C, carries -0.37; number 4, C, carries -0.01; number 5, C, carries -0.21; number 6, C, carries -0.04

***

# 7
Here is a cluster of 10 separate species, C37H55N11O in total at a distorted geometry from OMol25. Energies are from the ωB97M-V functional and the def2-TZVPD basis.

Its SMILES is c1cc[nH]c1.c1cc[nH]c1.c1cc[nH]c1.c1cc[nH]c1.c1cc[nH]c1.c1cc[nH]c1.NC(N)=O.CCCC#N.CCCC#N.CCCC#N. Its max |F| is 2.26 eV/A. The calculation puts the HOMO energy at -8.2 eV.

```
! RIJCOSX wB97M-V def2-TZVPD def2/J DEFGRID3
* xyz 0 1
C -0.54 2.11 -3.56
O -0.24 2.69 -4.60
N -1.80 1.94 -3.09
N 0.43 1.55 -2.79
H -1.95 1.82 -2.10
H -2.66 2.18 -3.55
H 0.24 0.98 -1.97
H 1.37 1.81 -2.99
C -2.73 -2.67 -3.60
C -3.01 -1.17 -3.80
C -2.29 -0.55 -4.99
C -2.46 -1.29 -6.25
N -2.56 -1.91 -7.21
H -3.41 -3.28 -4.17
H -2.77 -2.86 -2.53
H -1.74 -2.90 -4.01
H -2.76 -0.64 -2.88
H -4.09 -1.01 -3.87
H -1.23 -0.75 -4.83
H -2.50 0.50 -5.16
C 3.45 -3.88 -0.55
C 4.04 -5.19 -0.97
C 4.56 -6.06 0.20
C 3.62 -6.26 1.30
N 2.91 -6.53 2.17
H 3.12 -3.33 -1.44
H 4.14 -3.25 0.01
H 2.50 -3.95 -0.02
H 4.82 -4.97 -1.70
H 3.34 -5.76 -1.58
H 5.48 -5.66 0.63
H 4.71 -7.04 -0.26
C -5.03 1.34 -0.42
C -4.75 0.96 1.02
C -4.08 2.07 1.84
C -4.73 3.37 1.69
N -5.19 4.42 1.58
H -5.58 2.29 -0.42
H -5.74 0.67 -0.91
H -4.15 1.50 -1.04
H -4.05 0.14 0.82
H -5.62 0.65 1.59
H -3.02 2.10 1.62
H -4.21 1.85 2.91
N 0.43 4.33 4.15
C 0.31 3.59 2.98
C -0.85 2.83 3.12
C -1.30 2.99 4.45
C -0.58 4.04 4.99
H 1.19 4.94 4.37
H 0.88 3.79 2.09
H -1.23 2.10 2.43
H -2.15 2.45 4.83
H -0.62 4.48 5.97
N 0.32 -4.79 1.65
C -0.23 -5.00 0.41
C -1.47 -4.37 0.47
C -1.72 -3.92 1.77
C -0.59 -4.22 2.51
H 1.23 -5.14 1.91
H 0.27 -5.42 -0.44
H -2.04 -4.12 -0.41
H -2.56 -3.33 2.11
H -0.16 -4.04 3.48
N 4.26 0.01 -1.24
C 3.47 -0.35 -2.30
C 4.31 -0.67 -3.37
C 5.61 -0.47 -2.89
C 5.59 0.01 -1.61
H 3.82 0.35 -0.40
H 2.40 -0.37 -2.21
H 4.14 -1.17 -4.30
H 6.48 -0.83 -3.42
H 6.39 0.21 -0.93
N 0.10 -1.35 -0.01
C 1.33 -0.79 0.19
C 1.10 0.53 0.48
C -0.25 0.86 0.19
C -0.85 -0.36 -0.09
H -0.18 -2.32 -0.03
H 2.20 -1.38 0.46
H 1.88 1.26 0.67
H -0.68 1.84 0.30
H -1.85 -0.57 -0.42
N -0.22 6.78 -1.03
C -0.32 5.47 -1.42
C -1.47 4.95 -0.92
C -2.15 5.94 -0.16
C -1.35 7.06 -0.31
H 0.47 7.44 -1.29
H 0.34 4.95 -2.09
H -1.77 3.93 -1.14
H -3.09 5.88 0.36
H -1.47 8.07 0.07
N 1.67 0.66 3.87
C 2.84 0.50 4.57
C 2.75 -0.72 5.20
C 1.49 -1.26 4.96
C 0.83 -0.36 4.13
H 1.46 1.40 3.22
H 3.60 1.26 4.64
H 3.36 -1.19 5.96
H 1.00 -2.06 5.49
H -0.21 -0.38 3.85
*
```

Results of the Löwdin charge analysis, in e, for atoms 1 through 6: number 1, C, carries -0.69; number 2, O, carries 0.02; number 3, N, carries 0.16; number 4, N, carries 0.18; number 5, H, carries 0.06; number 6, H, carries 0.11

***

# 8
Here is a cluster of 2 separate species, C12H28NO6 in total at a distorted geometry from OMol25. Energies are from the ωB97M-V functional and the def2-TZVPD basis.

Its max |F| is 3.06 eV/A. The calculation puts the HOMO energy at -13.4 eV.

```
! RIJCOSX wB97M-V def2-TZVPD def2/J DEFGRID3
* xyz 1 1
C 2.22 -3.41 0.66
C 1.99 -2.17 1.57
O 0.62 -1.71 1.48
C 0.62 -0.42 0.93
N -0.76 0.06 0.75
C -1.58 -0.05 2.05
C -0.81 0.29 3.32
C -0.71 1.53 0.46
O -1.91 1.94 -0.14
C -1.99 3.38 -0.25
O -0.77 3.99 -0.46
C -0.28 3.84 -1.80
C 1.26 3.67 -1.71
O 1.71 2.37 -2.08
C -1.54 -0.72 -0.25
C -0.93 -0.51 -1.68
C -1.58 -1.37 -2.76
O -0.23 -1.61 -2.20
H 2.42 -4.30 1.26
H 3.10 -3.26 0.02
H 1.35 -3.58 0.01
H 2.70 -1.40 1.23
H 2.27 -2.36 2.62
H 1.23 0.28 1.53
H 1.16 -0.50 -0.04
H -1.91 -1.10 2.09
H -2.47 0.58 1.92
H -1.52 0.20 4.15
H 0.01 -0.40 3.56
H -0.47 1.34 3.37
H 0.10 1.66 -0.28
H -0.42 2.12 1.34
H -2.48 3.75 0.67
H -2.68 3.59 -1.08
H -0.72 2.92 -2.24
H -0.51 4.71 -2.43
H 1.55 3.81 -0.66
H 1.78 4.45 -2.29
H 1.18 2.01 -2.80
H -1.36 -1.78 -0.05
H -2.59 -0.43 -0.32
H -0.63 0.50 -1.97
H -2.21 -2.22 -2.48
H -1.44 -1.04 -3.79
O 2.79 -6.19 -0.29
H 2.27 -5.58 -0.84
H 2.18 -6.90 -0.09
*
```

Results of the natural (NBO) charge analysis, in e, for atoms 1 through 6: number 1, C, carries -0.66; number 2, C, carries -0.08; number 3, O, carries -0.55; number 4, C, carries 0.09; number 5, N, carries -0.25; number 6, C, carries -0.21

***

| no. | energy (Ha) |
| --- | --- |
| 1 | -253.5595 |
| 2 | -992.4632 |
| 3 | -423.9195 |
| 4 | -635.4555 |
| 5 | -1319.8469 |
| 6 | -1906.7237 |
| 7 | -2120.3359 |
| 8 | -979.8561 |